100
Properties=species:S:1:pos:R:3:mulliken_charge:R:1 method="wB97M-V/def2-TZVPD" charge=-1 lumo_energy_ha=0.0752 e_homo_ev=-4.882
Sr -0.205 0.430 -0.361 1.029
C -3.103 -2.333 6.809 -2.225
C -3.861 -2.862 5.592 1.950
C -3.819 -4.396 5.635 -1.624
C -5.320 -2.396 5.700 -1.618
C -3.257 -2.364 4.281 -0.446
C -2.158 -1.523 4.225 0.241
C -1.679 -1.110 2.994 0.120
Br -0.152 0.046 2.967 -0.224
C -2.228 -1.474 1.752 0.121
O -1.752 -1.034 0.636 -0.444
C -3.356 -2.354 1.823 -0.289
C -3.819 -2.757 3.062 -0.452
C -4.019 -2.827 0.527 2.609
C -3.001 -3.599 -0.328 -1.790
C -4.561 -1.628 -0.266 -1.585
C -5.197 -3.766 0.798 -2.530
H -3.567 -2.712 7.723 0.429
H -3.124 -1.243 6.851 0.409
H -2.060 -2.655 6.803 0.409
H -4.258 -4.766 6.566 0.458
H -2.790 -4.753 5.572 0.355
H -4.375 -4.833 4.804 0.307
H -5.770 -2.759 6.628 0.458
H -5.918 -2.766 4.867 0.303
H -5.375 -1.307 5.691 0.358
H -1.660 -1.174 5.117 0.479
H -4.673 -3.421 3.093 0.338
H -2.145 -2.973 -0.570 0.165
H -3.471 -3.927 -1.260 0.490
H -2.649 -4.486 0.206 0.381
H -3.757 -0.960 -0.562 0.015
H -5.281 -1.066 0.335 0.349
H -5.071 -1.977 -1.168 0.549
H -4.889 -4.663 1.339 0.419
H -5.624 -4.080 -0.156 0.454
H -5.988 -3.273 1.369 0.431
Br 7.554 1.499 -6.323 -0.196
C 7.108 2.550 -4.808 0.009
C 5.796 2.967 -4.629 -0.269
C 5.473 3.734 -3.526 0.043
C 6.459 4.089 -2.604 -0.060
C 7.771 3.695 -2.819 -0.342
C 8.100 2.907 -3.913 -0.578
N 6.202 5.031 -1.552 -0.736
N 5.295 4.864 -0.717 -0.253
C 4.573 3.668 -0.586 -0.095
C 5.107 2.398 -0.715 -0.494
C 4.353 1.253 -0.517 -0.541
C 2.977 1.317 -0.229 -0.215
O 2.232 0.291 -0.136 -0.351
C 2.418 2.652 -0.027 -0.320
N 1.096 2.713 0.282 0.399
C 0.556 3.888 0.498 -0.426
C 1.280 5.092 0.419 -0.981
C 2.596 5.052 0.073 -0.719
C 3.215 3.804 -0.169 1.421
H 5.029 2.693 -5.339 0.498
H 4.453 4.058 -3.371 0.383
H 8.536 4.011 -2.121 0.398
H 9.121 2.588 -4.070 0.406
H 6.156 2.298 -0.958 0.405
H 4.797 0.272 -0.623 0.420
H -0.501 3.904 0.726 0.420
H 0.781 6.031 0.614 0.432
H 3.185 5.954 -0.022 0.474
C -4.972 2.178 -1.756 -1.063
Si -3.239 2.693 -1.219 0.910
C -3.211 4.575 -1.158 -1.034
C -3.035 2.103 0.573 -0.448
Se -1.665 1.905 -2.578 -0.802
H -5.728 2.575 -1.072 0.324
H -5.065 1.091 -1.778 0.196
H -5.186 2.553 -2.759 0.295
H -3.994 4.955 -0.494 0.332
H -3.367 4.992 -2.155 0.287
H -2.245 4.938 -0.804 0.158
H -3.799 2.569 1.203 0.489
H -2.068 2.371 1.010 0.152
H -3.149 1.020 0.660 -0.354
C 2.226 -2.775 0.042 -1.392
P 1.262 -2.178 -1.391 0.870
C 0.818 -3.782 -2.177 -1.448
C 2.524 -1.574 -2.570 0.749
C 2.085 -0.697 -3.561 -0.850
C 2.972 -0.169 -4.487 -0.891
C 4.318 -0.502 -4.427 -0.172
C 4.767 -1.364 -3.438 -0.768
C 3.876 -1.897 -2.516 -0.300
H 2.737 -1.925 0.490 0.287
H 2.944 -3.550 -0.237 0.450
H 1.526 -3.189 0.770 0.408
H 1.700 -4.407 -2.327 0.420
H 0.340 -3.601 -3.139 0.379
H 0.105 -4.305 -1.537 0.428
H 1.039 -0.407 -3.596 0.413
H 2.615 0.517 -5.245 0.418
H 5.017 -0.084 -5.140 0.382
H 5.820 -1.612 -3.378 0.391
H 4.248 -2.552 -1.738 0.254


110
Properties=species:S:1:pos:R:3:mulliken_charge:R:1 method="wB97M-V/def2-TZVPD" charge=-2 lumo_energy_ha=0.1351 e_homo_ev=-3.268
Rb -1.496 1.094 -0.290 0.464
O -4.347 -0.328 -6.622 -0.601
C -3.631 -0.158 -5.459 1.134
C -2.291 -0.497 -5.378 -0.449
C -1.630 -0.305 -4.171 -0.262
N -2.247 0.188 -3.098 0.355
C -3.538 0.529 -3.189 0.446
C -4.271 0.381 -4.358 -0.712
C -4.193 1.126 -1.932 -0.023
O -4.767 2.219 -2.093 -0.779
O -4.065 0.454 -0.880 -0.765
C -0.140 -0.682 -4.065 -0.030
O 0.501 -0.618 -5.137 -0.874
O 0.248 -1.075 -2.943 -0.335
H -3.742 -0.685 -7.276 0.289
H -1.732 -0.877 -6.226 0.382
H -5.303 0.698 -4.405 0.491
N -6.362 2.755 5.312 -0.631
C -5.143 2.970 4.638 1.228
C -4.045 3.491 5.317 -0.784
C -2.857 3.729 4.644 -0.276
C -2.765 3.464 3.288 -0.161
C -3.859 2.953 2.598 -0.693
C -5.042 2.710 3.273 -0.943
S -1.231 3.695 2.427 1.367
O -1.606 4.142 1.089 -0.956
O -0.437 4.621 3.200 -0.851
N -0.643 2.257 2.209 0.135
C -0.343 1.388 3.189 -0.007
N -0.407 1.716 4.500 -0.413
C -0.205 0.740 5.369 -0.316
C 0.073 -0.563 5.007 -1.022
C 0.166 -0.793 3.639 0.072
N -0.008 0.149 2.736 -0.057
H -6.234 2.511 6.283 0.223
H -6.942 2.067 4.855 0.241
H -4.121 3.703 6.378 0.268
H -1.988 4.115 5.158 0.488
H -3.797 2.746 1.536 0.567
H -5.890 2.307 2.731 0.332
H -0.271 1.022 6.418 0.376
H 0.216 -1.348 5.737 0.404
H 0.397 -1.784 3.254 0.453
N -1.350 6.975 0.839 -0.205
C -0.106 7.461 1.035 0.147
O 0.127 8.605 1.409 -0.714
C 1.010 6.505 0.741 0.516
C 2.193 6.621 1.451 -0.332
C 3.223 5.737 1.184 -0.708
C 3.030 4.786 0.193 -0.301
N 1.911 4.676 -0.515 -0.123
C 0.918 5.513 -0.232 -0.275
H -2.106 7.573 1.123 0.232
H -1.504 5.966 0.847 0.176
H 2.278 7.392 2.205 0.430
H 4.155 5.775 1.732 0.380
H 3.815 4.077 -0.053 0.367
H 0.013 5.395 -0.814 0.498
C 2.262 -6.215 1.333 -1.786
C 1.050 -5.299 1.105 2.581
C 0.680 -4.663 2.455 -2.116
C -0.159 -6.162 0.712 -2.082
Si 1.401 -3.950 -0.243 -0.221
Br -0.244 -2.445 0.026 -0.298
C 3.031 -2.986 0.075 3.033
C 2.968 -1.625 -0.643 -2.522
C 4.261 -3.766 -0.410 -1.798
C 3.225 -2.671 1.567 -2.253
C 1.274 -4.650 -2.032 2.854
C 1.896 -3.708 -3.077 -1.673
C 1.985 -6.008 -2.151 -1.999
C -0.200 -4.805 -2.444 -1.782
H 1.990 -7.002 2.046 0.538
H 3.105 -5.669 1.759 0.296
H 2.600 -6.698 0.416 0.260
H 0.491 -5.462 3.184 0.594
H -0.229 -4.068 2.367 0.329
H 1.467 -4.028 2.858 0.365
H -0.385 -6.854 1.532 0.594
H 0.014 -6.757 -0.183 0.319
H -1.043 -5.543 0.547 0.327
H 2.732 -1.691 -1.702 0.268
H 3.937 -1.122 -0.531 0.675
H 2.206 -0.991 -0.191 0.269
H 4.246 -3.929 -1.487 0.320
H 4.357 -4.738 0.079 0.286
H 5.165 -3.190 -0.179 0.516
H 2.355 -2.162 1.987 0.228
H 4.081 -1.994 1.677 0.589
H 3.439 -3.564 2.157 0.394
H 2.974 -3.600 -2.953 0.246
H 1.425 -2.721 -3.077 -0.145
H 1.731 -4.144 -4.070 0.659
H 3.040 -5.943 -1.874 0.287
H 1.944 -6.335 -3.196 0.546
H 1.524 -6.791 -1.549 0.326
H -0.673 -3.825 -2.530 0.185
H -0.786 -5.410 -1.752 0.255
H -0.242 -5.284 -3.429 0.571
Br 3.223 4.170 -5.323 -0.244
C 2.184 3.206 -4.054 0.030
C 2.803 2.321 -3.196 -0.453
C 2.000 1.659 -2.281 -0.581
N 0.688 1.832 -2.193 1.012
C 0.117 2.672 -3.047 -0.553
C 0.820 3.395 -4.003 -0.616
H 3.868 2.143 -3.236 0.482
H 2.437 0.946 -1.593 0.197
H -0.962 2.772 -2.985 0.345
H 0.310 4.068 -4.677 0.479


145
Properties=species:S:1:pos:R:3:mulliken_charge:R:1 method="wB97M-V/def2-TZVPD" lumo_energy_ha=0.0056 e_homo_ev=-9.123 smiles=FC(F)C(F)(F)COC(F)(F)C(F)F.FC(F)C(F)(F)COC(F)(F)C(F)F.FC(F)C(F)(F)COC(F)(F)C(F)F.FC(F)C(F)(F)COC(F)(F)C(F)F.FC(F)C(F)(F)COC(F)(F)C(F)F.FC(F)C(F)(F)COC(F)(F)C(F)F.CCC[PH3]OC[C@H](C)CC(C)C
C -3.885 0.896 -4.264 -1.296
C -3.698 -0.345 -3.397 -0.125
C -4.394 -0.253 -2.029 -0.707
P -3.367 -1.058 -0.671 0.712
O -2.457 -1.815 0.576 -0.404
C -1.387 -2.662 0.202 -1.295
C -0.006 -2.049 0.445 1.014
C 0.102 -1.494 1.869 -1.607
C 0.401 -1.036 -0.625 -0.975
C 1.906 -0.661 -0.565 1.038
C 2.069 0.865 -0.562 -1.895
C 2.694 -1.254 -1.760 -1.373
H -3.804 1.806 -3.671 0.340
H -4.866 0.883 -4.741 0.312
H -3.140 0.952 -5.059 0.362
H -4.115 -1.202 -3.928 0.288
H -2.632 -0.559 -3.253 0.160
H -5.347 -0.792 -2.082 0.028
H -4.655 0.779 -1.780 0.597
H -4.361 -0.814 0.292 -0.136
H -3.411 -2.270 -1.388 -0.135
H -2.368 -0.081 -0.854 -0.127
H -1.458 -3.572 0.805 0.393
H -1.453 -2.964 -0.853 0.603
H 0.697 -2.888 0.371 0.228
H -0.266 -0.472 1.935 0.294
H -0.456 -2.137 2.550 0.442
H 1.144 -1.503 2.190 0.422
H -0.188 -0.123 -0.536 0.123
H 0.205 -1.496 -1.595 0.260
H 2.367 -1.055 0.340 0.333
H 3.108 1.139 -0.373 0.332
H 1.445 1.310 0.214 0.404
H 1.787 1.261 -1.538 0.423
H 3.052 -0.454 -2.411 0.278
H 3.577 -1.807 -1.441 0.294
H 2.085 -1.909 -2.381 0.371
C -5.906 -5.342 1.701 -1.268
C -5.109 -4.766 0.523 1.233
C -5.542 -5.163 -0.889 0.449
F -5.417 -6.494 -1.076 -0.257
F -4.733 -4.533 -1.775 -0.246
F -3.792 -5.017 0.689 -0.285
F -5.292 -3.417 0.582 -0.217
O -5.371 -6.468 2.369 -0.365
C -5.611 -7.748 1.962 0.868
C -4.316 -8.491 1.624 0.179
F -3.658 -7.855 0.636 -0.218
F -4.633 -9.737 1.203 -0.274
F -6.505 -7.817 0.956 -0.280
F -6.164 -8.390 3.028 -0.346
H -5.880 -4.560 2.457 0.359
H -6.955 -5.485 1.441 0.469
H -6.575 -4.859 -1.076 -0.095
H -3.679 -8.552 2.509 0.261
C 6.843 3.382 0.269 -1.080
C 8.320 3.535 -0.133 1.052
C 8.785 4.905 -0.635 0.299
F 8.149 5.258 -1.776 -0.244
F 10.111 4.836 -0.909 -0.296
F 8.663 2.575 -1.020 -0.247
F 9.038 3.320 1.006 -0.298
O 5.957 2.792 -0.665 -0.378
C 5.301 3.529 -1.618 0.736
C 5.679 3.074 -3.031 0.302
F 7.013 3.183 -3.197 -0.216
F 5.061 3.870 -3.931 -0.273
F 5.487 4.855 -1.457 -0.288
F 3.979 3.282 -1.483 -0.309
H 6.861 2.667 1.090 0.487
H 6.445 4.313 0.672 0.353
H 8.620 5.673 0.119 0.201
H 5.378 2.037 -3.192 0.200
C 9.911 8.200 5.109 -0.819
C 9.476 7.170 4.057 0.974
C 10.377 6.972 2.837 0.053
F 10.472 8.098 2.104 -0.235
F 9.822 6.009 2.056 -0.217
F 8.209 7.416 3.655 -0.274
F 9.481 5.962 4.691 -0.329
O 9.319 9.481 5.057 -0.394
C 9.844 10.495 4.298 0.802
C 8.851 10.977 3.234 0.176
F 8.502 9.962 2.417 -0.200
F 9.444 11.941 2.495 -0.254
F 11.032 10.166 3.753 -0.286
F 10.050 11.548 5.121 -0.300
H 9.558 7.788 6.052 0.410
H 10.998 8.260 5.179 0.348
H 11.376 6.647 3.137 0.270
H 7.957 11.379 3.714 0.243
C -8.545 -7.093 4.714 -0.328
C -9.220 -7.842 5.870 0.772
C -10.735 -7.694 6.023 0.096
F -11.075 -6.410 6.260 -0.218
F -11.137 -8.443 7.075 -0.274
F -8.608 -7.544 7.036 -0.286
F -9.019 -9.169 5.622 -0.328
O -7.918 -5.857 5.003 -0.370
C -8.597 -4.674 4.965 0.777
C -8.598 -3.972 6.327 0.195
F -9.169 -4.755 7.262 -0.232
F -9.318 -2.830 6.221 -0.272
F -9.847 -4.807 4.476 -0.309
F -7.923 -3.851 4.119 -0.259
H -7.721 -7.731 4.409 0.099
H -9.204 -7.011 3.849 0.422
H -11.247 -8.046 5.123 0.292
H -7.575 -3.735 6.624 0.275
C -10.657 -3.330 0.490 -0.913
C -9.212 -3.324 -0.027 1.144
C -8.730 -2.102 -0.812 0.023
F -9.437 -1.942 -1.947 -0.243
F -7.431 -2.306 -1.143 -0.178
F -8.963 -4.453 -0.733 -0.294
F -8.417 -3.361 1.083 -0.321
O -11.619 -4.038 -0.264 -0.409
C -12.315 -3.449 -1.289 0.782
C -12.056 -4.157 -2.625 0.189
F -10.742 -4.135 -2.924 -0.207
F -12.732 -3.503 -3.596 -0.259
F -12.079 -2.126 -1.375 -0.287
F -13.631 -3.613 -1.026 -0.306
H -10.607 -3.880 1.429 0.353
H -10.994 -2.323 0.735 0.378
H -8.803 -1.199 -0.202 0.296
H -12.399 -5.192 -2.570 0.251
C 9.606 4.511 -4.951 -0.354
C 10.828 3.609 -5.166 0.871
C 12.208 4.269 -5.156 0.082
F 12.329 5.165 -6.157 -0.228
F 13.146 3.308 -5.331 -0.271
F 10.676 2.876 -6.292 -0.294
F 10.845 2.746 -4.109 -0.309
O 8.888 4.928 -6.097 -0.401
C 9.224 6.056 -6.793 0.800
C 9.602 5.734 -8.243 0.206
F 10.646 4.883 -8.286 -0.219
F 9.959 6.884 -8.863 -0.270
F 10.184 6.777 -6.181 -0.295
F 8.116 6.833 -6.863 -0.301
H 8.896 3.886 -4.415 0.053
H 9.836 5.349 -4.292 0.438
H 12.386 4.765 -4.198 0.287
H 8.749 5.290 -8.760 0.238


101
Properties=species:S:1:pos:R:3:mulliken_charge:R:1 method="wB97M-V/def2-TZVPD" charge=-1 lumo_energy_ha=0.0569 e_homo_ev=-4.328
Sr -0.369 1.020 -0.456 0.872
O -2.174 -0.246 -0.612 0.177
C -3.432 -0.003 -0.610 0.119
C -4.344 -0.880 -1.261 -0.621
C -5.689 -0.612 -1.319 -0.439
C -6.236 0.533 -0.711 -0.936
C -5.384 1.375 -0.033 -0.738
C -4.000 1.146 0.041 1.147
C -3.242 2.077 0.884 -1.772
N -1.975 2.119 1.050 1.265
C -1.428 3.052 2.052 -1.138
C 0.035 2.697 2.389 -1.276
N 0.794 2.546 1.145 0.642
C 1.465 3.548 0.712 -0.820
C 2.138 3.655 -0.580 0.515
C 2.732 4.893 -0.879 -0.651
C 3.336 5.134 -2.088 -0.920
C 3.349 4.097 -3.041 -0.597
C 2.790 2.869 -2.788 -0.324
C 2.158 2.591 -1.545 0.342
O 1.635 1.442 -1.301 1.455
H -3.919 -1.759 -1.729 0.332
H -6.340 -1.302 -1.846 0.390
H -7.296 0.740 -0.763 0.400
H -5.779 2.253 0.471 0.336
H -3.871 2.767 1.463 0.138
H -2.033 3.054 2.965 0.419
H -1.430 4.068 1.647 0.265
H 0.067 1.753 2.941 0.121
H 0.431 3.491 3.035 0.449
H 1.559 4.431 1.362 0.082
H 2.693 5.676 -0.125 0.314
H 3.778 6.096 -2.309 0.379
H 3.807 4.269 -4.009 0.418
H 2.780 2.082 -3.535 0.372
I -1.504 5.017 -1.290 0.041
C -2.653 3.562 -2.280 -0.084
C -3.920 3.905 -2.726 -0.633
C -4.621 2.937 -3.426 -0.281
C -4.028 1.711 -3.667 -1.066
C -2.756 1.477 -3.175 -0.535
N -2.076 2.392 -2.465 0.504
H -4.329 4.887 -2.538 0.423
H -5.622 3.145 -3.783 0.385
H -4.535 0.935 -4.223 0.492
H -2.241 0.541 -3.344 0.588
N -2.831 -2.716 7.602 -0.486
C -2.785 -2.261 6.549 -0.135
C -2.730 -1.677 5.213 0.681
C -1.512 -1.493 4.584 -0.985
C -1.521 -0.916 3.321 -0.661
N -2.626 -0.535 2.692 0.339
C -3.790 -0.731 3.308 -0.262
C -3.898 -1.297 4.572 -0.885
H -0.585 -1.790 5.055 0.525
H -0.587 -0.758 2.794 0.860
H -4.677 -0.421 2.764 0.396
H -4.862 -1.440 5.041 0.473
S 0.302 0.546 -4.155 -0.127
C -0.429 -0.676 -5.067 0.351
N -0.945 -1.539 -5.656 -0.815
C 0.273 -3.578 1.547 -1.931
C 1.730 -3.106 1.637 2.041
C 1.935 -2.377 2.970 -1.834
C 2.631 -4.343 1.632 -1.722
Sb 1.934 -1.605 0.067 0.663
C 3.963 -0.860 0.391 2.083
C 4.517 -0.221 -0.888 -2.091
C 4.967 -1.897 0.883 -1.919
C 3.800 0.253 1.436 -1.887
C 1.919 -2.739 -1.785 1.794
C 0.429 -2.837 -2.153 -1.448
C 2.528 -4.133 -1.711 -1.831
C 2.629 -1.937 -2.879 -1.406
H 0.019 -4.182 2.431 0.499
H 0.110 -4.204 0.667 0.287
H -0.444 -2.756 1.490 0.268
H 1.548 -3.001 3.789 0.553
H 1.427 -1.410 3.018 0.128
H 2.991 -2.191 3.177 0.260
H 2.518 -4.869 2.592 0.514
H 3.689 -4.112 1.513 0.190
H 2.355 -5.047 0.849 0.279
H 4.912 -0.972 -1.571 0.319
H 5.348 0.440 -0.608 0.565
H 3.782 0.378 -1.425 0.259
H 5.066 -2.736 0.189 0.249
H 4.720 -2.297 1.868 0.338
H 5.955 -1.423 0.965 0.486
H 3.120 1.033 1.084 0.158
H 4.779 0.717 1.622 0.525
H 3.423 -0.115 2.393 0.259
H -0.159 -3.368 -1.400 0.185
H 0.329 -3.374 -3.104 0.546
H -0.022 -1.854 -2.308 -0.006
H 1.905 -4.825 -1.140 0.294
H 3.532 -4.141 -1.278 0.226
H 2.603 -4.532 -2.731 0.507
H 2.362 -0.880 -2.893 -0.076
H 2.319 -2.338 -3.851 0.551
H 3.713 -2.034 -2.805 0.307


Number 1: M 989.299 Da, HOMO-LUMO gap 6.9 eV, E_tot -274282.2578 eV. Number 2: M 1075.309 Da, HOMO-LUMO gap 6.9 eV, E_tot -230037.4744 eV. Number 3: M 1584.703 Da, HOMO-LUMO gap 9.3 eV, E_tot -196334.5857 eV. Number 4: M 1014.223 Da, HOMO-LUMO gap 5.9 eV, E_tot -81624.1403 eV.